(1)
This record from OMol25 describes a molecular structure, C42H52BaN5O6P. The level of theory is ωB97M-V/def2-TZVPD.

ΔE to the lowest compared entry with this formula, charge and spin in kcal/mol: 12.6
Kohn-Sham gap in eV: 5.9
Total charge: -2
M in g mol⁻¹: 891.21
LUMO energy in eV: 3.60
2S+1: 1
Electronic energy in a.u.: -2723.82221

Element x y z (Å)
Ba  -0.671590  0.302326  -0.118612
P  -2.269570  -2.565850  1.753226
O  1.249266  2.122464  0.480498
O  -2.104073  1.492834  1.390731
O  8.728057  5.522706  -1.310985
O  -2.291434  -0.420460  -1.894973
O  2.445648  -2.132304  2.077079
O  1.558518  -1.223753  -0.349876
N  -2.488710  -2.584451  -2.712550
N  2.520886  6.535440  -2.606329
N  -1.130192  -2.600164  -3.019170
N  -0.171633  2.631513  -1.835805
N  3.590355  7.183976  -2.718292
C  5.355218  5.448106  -2.642569
C  3.032572  -3.609391  -3.392762
C  0.842454  3.443772  -1.464408
C  -5.244544  -2.542206  -2.175116
C  -6.577848  -2.542455  -1.794048
C  1.905667  -4.311214  2.853588
C  2.018291  -1.962515  -1.309646
C  -2.493007  2.534607  2.184472
C  1.141600  -2.642993  -2.215298
C  -4.264525  -0.749096  2.400962
C  -2.159914  -4.365131  1.272853
C  -5.040499  -3.134565  2.623829
C  0.387972  4.888554  -3.337232
C  -3.045270  -4.641058  0.057155
C  4.848261  6.687837  -2.248483
C  -6.277402  -0.399940  -0.754702
C  -2.940416  -1.486800  -2.173566
C  -4.412019  -1.471383  -1.847966
C  -2.335845  -5.431032  2.353729
C  3.894510  -2.970575  -2.505188
C  3.027227  5.029841  -0.690517
C  6.648819  5.092194  -2.311965
C  -4.084385  -2.186530  1.899325
C  -2.373138  -2.889760  4.652389
C  -7.100589  -1.468414  -1.079771
C  1.580359  3.091487  -0.230623
C  -0.888625  2.922598  -2.894940
C  -1.502688  -2.519755  3.450753
C  9.416397  6.186529  -0.276842
C  -4.940008  -0.400274  -1.133598
C  1.186087  4.592072  -2.211234
C  -0.651800  4.065831  -3.673705
C  -0.317180  -2.521934  -2.043528
C  2.326717  5.389025  -1.849917
C  2.677699  3.949488  0.082269
C  7.453032  5.960809  -1.582594
C  3.409022  -2.169410  -1.488585
C  6.965692  7.201608  -1.199054
C  1.799739  -3.329460  1.703833
C  1.663871  -3.434577  -3.232024
C  5.667636  7.561046  -1.550789
C  -0.841939  -1.155296  3.666914
H  -7.211193  -3.385095  -2.047834
H  -2.915262  -3.895927  -0.731834
H  -4.899708  -3.104893  3.705234
H  9.760010  7.178935  -0.588061
H  2.253461  -3.752393  0.798491
H  2.932297  -4.663998  2.974589
H  -4.376036  -2.182443  0.841736
H  -0.698939  -3.259479  3.380403
H  -8.141363  -1.468933  -0.775765
H  7.581056  7.895985  -0.643235
H  0.619168  5.771356  -3.917411
H  -5.293120  -0.425546  2.211083
H  0.747044  -3.142697  1.457301
H  -1.820081  3.411310  2.103470
H  -0.677088  -2.406850  -1.012713
H  -3.510861  2.910009  1.945058
H  -2.516896  2.276190  3.266763
H  -4.945184  -4.168877  2.296176
H  0.962462  -3.923501  -3.898948
H  -2.141685  -6.420868  1.926980
H  -1.641273  -5.288915  3.183610
H  8.790053  6.293175  0.613621
H  -0.332684  -1.130387  4.635944
H  -3.346805  -5.447696  2.764433
H  4.727372  4.755407  -3.186904
H  1.606342  -3.821703  3.783942
H  -2.887338  -3.841347  4.524223
H  3.218265  3.733632  0.995764
H  -1.751748  -2.959129  5.551781
H  -4.103874  -4.665768  0.328626
H  2.283898  -1.494352  1.349817
H  4.967670  -3.101295  -2.611809
H  -0.086232  -0.954605  2.905516
H  -2.791097  -5.614742  -0.372943
H  7.052810  4.129680  -2.599981
H  -4.813581  -3.370351  -2.722788
H  -3.580233  -0.041178  1.918578
H  -3.126254  -2.121382  4.836728
H  -1.279349  4.273561  -4.530735
H  -1.680012  2.222479  -3.147783
H  3.415798  -4.240527  -4.185947
H  4.078165  -1.660066  -0.804492
H  1.260013  -5.179441  2.695401
H  -4.097979  -0.687693  3.480980
H  -1.569947  -0.340592  3.633576
H  -6.070382  -2.821910  2.420845
H  -4.285060  0.415749  -0.852181
H  5.272615  8.532195  -1.279228
H  10.282555  5.572991  -0.037952
H  3.848494  5.642290  -0.346292
H  -1.121787  -4.441946  0.926917
H  -6.669252  0.437685  -0.189107

Force components x, y, z for each atom (eV/Å):
Ba 0.47 0.06 0.21
P 0.02 0.09 -0.15
O 0.01 0.12 -0.17
O -0.14 0.00 0.09
O 0.00 -0.06 0.10
O -0.24 -0.06 -0.27
O 0.01 0.15 0.13
O -0.16 0.16 0.02
N -0.04 -0.03 0.18
N -0.09 -0.12 -0.05
N -0.08 0.02 0.03
N 0.05 -0.11 0.24
N 0.07 -0.04 0.03
C 0.25 -0.05 0.04
C -0.11 -0.04 -0.05
C 0.03 0.19 -0.16
C -0.02 0.03 0.00
C 0.04 0.01 0.01
C 0.00 -0.01 0.07
C -0.23 -0.28 0.12
C -0.02 0.05 0.09
C 0.15 0.06 -0.04
C -0.01 -0.03 0.00
C 0.04 -0.02 0.04
C -0.02 0.00 0.05
C -0.05 -0.01 -0.02
C -0.02 -0.02 -0.02
C -0.17 0.22 -0.05
C 0.01 0.02 0.00
C 0.09 0.33 -0.16
C 0.00 -0.24 0.03
C -0.02 -0.03 0.04
C 0.07 0.06 0.04
C -0.07 -0.14 0.11
C -0.16 -0.06 -0.10
C -0.03 0.04 -0.03
C 0.01 0.02 0.02
C 0.00 -0.01 -0.01
C -0.02 -0.04 -0.10
C -0.04 -0.07 -0.02
C -0.06 0.00 0.06
C 0.01 0.02 -0.05
C -0.03 0.01 0.01
C 0.05 0.00 0.04
C 0.04 -0.02 0.05
C 0.22 -0.09 0.02
C 0.04 0.13 -0.01
C 0.02 0.09 0.08
C 0.09 0.14 0.04
C -0.06 0.01 -0.10
C 0.01 -0.07 0.01
C 0.02 -0.07 -0.06
C 0.06 0.02 -0.01
C 0.00 -0.10 0.01
C 0.03 0.04 0.02
H -0.01 0.00 0.00
H 0.02 -0.02 0.02
H 0.01 -0.01 -0.01
H -0.01 0.01 0.00
H -0.02 -0.01 0.01
H 0.00 0.04 0.01
H 0.01 -0.03 0.00
H 0.04 -0.03 -0.04
H 0.00 0.00 0.00
H 0.00 0.00 0.00
H 0.02 0.00 0.00
H 0.02 0.00 0.00
H -0.03 0.05 0.04
H -0.04 -0.01 0.03
H -0.05 -0.09 -0.06
H 0.01 0.00 0.02
H -0.02 0.01 -0.02
H 0.00 0.01 -0.02
H 0.00 0.00 0.01
H 0.01 0.01 0.00
H 0.00 -0.01 -0.01
H 0.01 -0.02 0.00
H -0.03 0.01 0.00
H 0.00 0.02 -0.02
H -0.03 0.02 -0.01
H -0.02 -0.02 -0.01
H 0.01 -0.01 0.00
H 0.00 -0.02 -0.02
H -0.01 0.01 -0.01
H 0.01 0.02 0.00
H 0.01 -0.26 -0.21
H -0.01 0.01 0.01
H 0.00 -0.03 0.02
H -0.02 0.00 0.01
H -0.01 0.01 0.00
H 0.00 0.00 0.01
H -0.04 0.00 0.01
H 0.01 -0.01 0.00
H 0.00 0.01 -0.01
H 0.01 0.01 0.01
H 0.02 0.01 0.01
H 0.01 -0.02 0.01
H 0.02 0.01 -0.04
H 0.00 0.00 -0.01
H 0.02 -0.02 -0.02
H 0.01 0.01 0.00
H 0.02 -0.03 -0.04
H 0.02 0.01 0.00
H 0.01 0.00 0.00
H 0.01 0.04 -0.03
H 0.02 0.04 0.00
H -0.01 -0.01 0.00

(2)
This record from OMol25 describes 11 unconnected molecules or ions with the total composition C42H52F5N4O33PS in a non-equilibrium geometry. The level of theory is ωB97M-V/def2-TZVPD.

Kohn-Sham gap in eV: 6.7
SMILES: CCc1nc2c(N)cc(S(=O)(=O)C(F)(F)C(F)(F)F)c([PH2]=N)c2nc1O.O=C1OCCO1.O=C1OCCO1.O=C1OCCO1.O=C1OCCO1.O=C1OCCO1.O=C1OCCO1.O=C1OCCO1.O=C1OCCO1.O=C1OCCO1.O=C1OCCO1
M in g mol⁻¹: 1298.90
LUMO energy in eV: -1.09
2S+1: 1
Electronic energy in a.u.: -5572.42984

Element x y z (Å)
S  -0.864032  -0.425055  0.065344
P  2.090798  0.584462  1.610141
F  -2.722998  -2.274103  -0.624366
F  -0.748860  -2.373202  2.408247
F  -1.149054  -3.955685  0.825598
F  -3.144973  -1.080631  1.224790
F  -2.728001  -3.295145  2.194722
O  6.649232  -1.744602  1.147248
O  -2.157125  4.291734  -2.563487
O  -5.896291  3.099409  7.992861
O  10.955401  4.541373  -0.514496
O  -8.181596  2.784478  -4.228026
O  -0.924589  0.549688  1.139983
O  -9.604548  4.239395  1.636821
O  10.836783  2.574437  0.560228
O  -7.051889  2.995662  -2.282757
O  -10.071276  2.396885  2.855188
O  3.754967  3.466164  3.330816
O  7.215868  -7.233185  -2.148738
O  -10.906428  2.604565  0.783141
O  -6.699433  -2.726749  2.203296
O  -3.869152  4.057920  -1.125984
O  -2.742666  6.014876  -1.226382
O  9.633801  -3.858266  0.440132
O  -5.736143  2.190862  5.932081
O  -8.862826  4.266917  -2.668293
O  -7.573488  3.349356  6.502265
O  11.269040  -2.310769  0.635459
O  -2.238944  1.163436  -5.623620
O  -1.210383  -0.770826  -5.073441
O  9.374247  -1.803496  -0.453964
O  2.573689  4.625028  4.865628
O  1.527630  3.150418  3.532885
O  -7.929949  -4.546269  2.661875
O  -8.714522  -2.495490  3.192786
O  6.479075  -7.450202  -4.272004
O  11.908421  2.708151  -1.421467
O  7.558566  -5.582023  -3.649931
O  -1.288580  0.112280  -1.226890
O  -2.430665  -0.627821  -6.966327
N  4.291549  -3.639147  -1.032061
N  1.625230  1.943123  0.935831
N  1.781577  -4.310578  -2.281216
N  4.395525  -1.244985  0.821071
C  11.293285  3.226694  -0.543977
C  -1.612410  -2.860425  1.484391
C  -3.356735  0.342029  -7.447081
C  -3.890550  2.912002  -1.975308
C  6.353361  -5.520761  0.089143
C  3.247575  -1.678594  0.169725
C  -7.092582  3.973793  -1.243541
C  10.040636  4.721687  0.563926
C  6.338433  -6.522254  -5.343596
C  1.176553  4.814024  5.068334
C  3.204066  -2.823654  -0.738265
C  2.719293  3.722216  3.858018
C  -6.357686  2.899881  6.914208
C  5.391173  -3.235647  -0.361693
C  10.053976  -2.762483  0.227701
C  -8.045876  3.301549  -3.162746
C  5.438075  -2.040812  0.539195
C  -7.863271  -3.189678  2.730285
C  -10.143439  3.181353  1.746898
C  -1.893492  -0.140723  -5.815448
C  1.985399  -0.899003  0.435776
C  -11.017738  1.341368  2.690536
C  -2.161066  -1.728012  0.500915
C  0.720020  -1.248010  -0.172408
C  11.489116  -1.052705  -0.001715
C  7.427935  -5.523746  -5.066888
C  10.358678  3.564415  1.468963
C  -5.860250  -3.855055  1.969471
C  -2.905575  4.896880  -1.604242
C  -6.687988  1.981119  4.892351
C  7.095887  -6.798061  -3.249124
C  10.093933  -0.584074  -0.300118
C  -8.511126  4.456817  -1.297548
C  0.707001  -2.416478  -1.125701
C  -2.859827  1.616482  -6.824410
C  -7.662298  3.106210  5.100088
C  6.693024  -4.090420  -0.556940
C  1.896649  -3.182968  -1.387902
C  -6.844398  -4.983848  1.847240
C  -2.513191  2.908531  -2.564501
C  -11.175594  1.266067  1.197940
C  0.585621  3.541288  4.529471
H  -10.643247  0.411940  3.118475
H  -5.267205  -3.717169  1.066300
H  -2.493517  2.503337  -3.575764
H  10.194704  5.685267  1.047664
H  10.040666  0.015134  -1.208062
H  -6.369651  4.760534  -1.470079
H  2.679273  -4.788989  -2.367809
H  -6.443017  -5.929793  2.208551
H  -10.446153  0.598814  0.732395
H  -4.100186  2.007233  -1.405233
H  -3.350914  0.378390  -8.535790
H  -0.246790  -2.693925  -1.633791
H  -7.202974  -5.118874  0.823589
H  11.150014  3.797004  2.185901
H  5.833999  -6.184163  -0.652769
H  12.080180  -1.213015  -0.906619
H  -9.177649  3.859970  -0.676054
H  0.853922  5.695574  4.508754
H  -4.670501  3.044733  -2.728032
H  -11.945557  1.616764  3.197894
H  0.523907  2.754227  5.285736
H  9.021016  4.680168  0.173019
H  -4.359562  0.072352  -7.106355
H  9.484790  3.205164  2.011197
H  1.302213  0.211906  2.741454
H  -1.799164  2.359565  -1.947613
H  -0.401450  3.690480  4.093012
H  -12.176726  0.960012  0.897861
H  -7.147689  0.998192  5.026000
H  5.588696  -5.356951  0.908647
H  8.380763  -5.806366  -5.521658
H  -5.186413  -3.976910  2.820578
H  12.027463  -0.371589  0.655519
H  6.462069  -1.600866  2.095696
H  5.340859  -6.077617  -5.297368
H  3.438115  0.772152  2.062642
H  -7.373350  4.014656  4.565342
H  9.655768  -0.017186  0.524834
H  -8.606749  5.503789  -1.014406
H  -8.677252  2.836853  4.816074
H  -2.110940  2.120476  -7.440576
H  1.458016  -3.930119  -3.172238
H  6.815996  -4.303868  -1.656762
H  0.824237  2.261774  1.492430
H  -6.840405  3.529904  -0.281186
H  7.603195  -3.615366  -0.105135
H  0.953802  4.964301  6.124085
H  -6.209851  2.017147  3.914062
H  7.245770  -6.004200  0.551793
H  6.460170  -7.018645  -6.305620
H  -3.665924  2.315904  -6.605000
H  7.165671  -4.517543  -5.392025

Force components x, y, z for each atom (eV/Å):
S -0.44 3.47 -1.56
P -0.34 1.70 -0.80
F 0.81 0.59 1.49
F -0.60 -0.69 -1.53
F 0.00 1.69 0.90
F 1.30 -0.55 -1.32
F 1.44 0.29 -0.76
O -1.28 -0.69 -0.08
O -0.55 0.31 0.42
O -0.09 -0.06 -0.28
O 0.13 -0.50 0.11
O 0.11 0.09 0.25
O 0.36 -1.96 -0.16
O -0.08 -0.33 0.09
O 0.06 0.21 -0.30
O -0.47 0.06 -0.29
O -0.03 0.21 -0.47
O -0.22 -0.01 0.24
O 0.05 0.04 -0.53
O 0.26 0.21 0.40
O -0.43 -0.20 0.12
O 0.34 0.31 -0.12
O -0.13 -0.27 -0.06
O 0.31 0.31 0.04
O -0.22 0.26 0.24
O 0.49 -0.39 -0.23
O 0.46 -0.26 0.09
O -0.49 -0.12 -0.13
O -0.01 -0.47 -0.18
O -0.17 0.15 -0.19
O 0.36 -0.40 0.16
O -0.03 -0.32 -0.28
O 0.28 0.36 0.54
O 0.09 0.49 0.03
O 0.18 -0.13 -0.14
O 0.22 0.29 0.21
O -0.18 0.02 0.25
O -0.22 -0.36 0.00
O 0.43 -1.53 1.20
O 0.17 0.27 0.32
N 0.74 2.72 2.29
N -0.19 -0.92 0.52
N 0.50 1.64 0.78
N 0.87 -2.85 -1.69
C 0.27 -0.05 -0.46
C -1.73 -0.93 0.64
C -0.46 -0.09 -0.44
C -0.41 -0.48 -0.13
C -0.75 0.66 0.62
C -2.25 0.18 -0.56
C 0.46 0.25 0.47
C -0.40 0.51 0.12
C -0.35 -0.09 -0.49
C -0.30 0.47 0.34
C -1.81 0.07 -0.20
C 0.43 -0.10 -0.36
C 0.14 0.11 0.45
C 0.99 -0.44 -0.90
C -0.08 -0.35 0.09
C -0.22 -0.09 -0.37
C -0.89 0.41 0.25
C -0.26 0.20 0.17
C 0.12 0.38 0.04
C 0.33 -0.30 0.35
C -0.32 -0.75 0.03
C -0.25 -0.53 0.47
C -0.49 -0.59 0.76
C 2.84 -2.38 -0.75
C 0.56 0.35 -0.04
C 0.26 0.44 -0.39
C -0.18 -0.06 0.66
C 0.66 -0.02 -0.14
C 0.29 0.35 0.03
C 0.03 -0.39 -0.48
C 0.11 -0.29 0.48
C -0.22 0.71 -0.17
C -0.41 0.30 0.47
C 1.29 0.71 0.97
C -0.14 0.65 -0.16
C -0.49 0.25 -0.41
C -1.25 -0.64 0.09
C -0.74 1.18 0.87
C 0.07 -0.56 -0.25
C 0.53 -0.67 -0.30
C -0.23 -0.55 -0.34
C -0.57 -0.24 0.09
H 0.15 0.16 0.04
H -0.09 0.19 0.07
H 0.12 0.18 0.06
H 0.12 -0.02 -0.19
H -0.11 -0.14 0.01
H -0.02 -0.05 0.01
H -0.28 0.28 -0.13
H -0.19 0.05 0.11
H 0.00 0.05 0.04
H -0.02 0.16 0.12
H 0.12 -0.16 0.07
H 0.96 0.21 0.46
H 0.00 0.04 0.04
H 0.00 0.00 -0.07
H 0.81 0.66 0.79
H -0.06 -0.01 0.02
H 0.01 0.07 -0.11
H 0.02 -0.06 -0.02
H 0.05 0.00 0.04
H 0.04 0.05 -0.05
H 0.03 0.04 -0.01
H 0.05 -0.04 0.01
H 0.05 0.02 0.03
H 0.08 -0.15 -0.12
H 0.55 -0.32 -0.26
H -0.04 0.05 -0.04
H 0.13 -0.10 -0.15
H 0.05 0.21 -0.09
H 0.01 0.04 0.02
H 0.92 -0.22 -0.62
H -0.04 -0.03 0.04
H -0.06 0.01 -0.02
H -0.02 -0.18 0.07
H 0.09 0.23 -0.61
H 0.05 0.01 0.03
H -0.62 -1.01 -0.18
H 0.01 -0.04 0.02
H 0.03 -0.05 -0.01
H -0.11 -0.06 -0.15
H 0.03 0.11 0.18
H -0.01 -0.06 0.03
H 0.13 -0.59 0.14
H 0.09 0.67 1.11
H 0.29 0.08 -0.68
H 0.06 -0.12 -0.15
H -1.21 -0.60 -0.60
H 0.21 0.00 -0.03
H 0.15 0.00 0.16
H -0.68 0.31 -0.68
H -0.01 -0.14 0.16
H 0.11 -0.04 0.18
H 0.05 0.00 0.21